[1]
The following is a DFT calculation (ωB97M-V with the def2-TZVPD basis set) of a molecular structure, C8H28B2MnO4 at a distorted geometry.

Computed properties:
Charge: 0
Max |F| (eV Å⁻¹): 1.3
Molecular weight (g mol⁻¹): 264.87
Kohn-Sham gap (alpha / beta) (hartree): 0.309 / 0.328
Multiplicity: 6
Electronic energy (eV): -49609.388
Highest occupied orbital energy (alpha / beta) (eV): -8.1 / -8.6
Relative energy (zero: lowest compared OMol25 entry of this formula, charge and spin) (kcal per mole): 4.6

Last column: Löwdin spin population.
Cartesian coordinates (Å):
Mn 24.515 42.909 -21.284  4.64
B 24.354 44.377 -19.476  0.05
H 23.185 44.097 -19.392  0.01
H 25.027 43.381 -19.466  0.01
H 24.541 45.044 -20.464  0.01
H 24.733 45.006 -18.517  0.01
B 22.657 41.530 -20.672  0.05
H 22.744 42.117 -21.719  0.01
H 21.864 42.097 -19.971  0.01
H 22.260 40.404 -20.886  0.01
H 23.758 41.471 -20.202  0.01
C 22.371 45.038 -22.335  0.01
O 23.645 44.434 -22.527  0.04
C 24.525 45.257 -23.260  0.00
C 25.907 44.647 -23.343  0.00
O 26.267 44.083 -22.096  0.03
C 27.666 44.120 -21.885  0.00
H 21.848 45.140 -23.291  0.00
H 22.504 45.996 -21.835  0.00
H 21.773 44.366 -21.724  0.00
H 24.603 46.221 -22.737  0.00
H 24.095 45.480 -24.243  0.00
H 26.599 45.434 -23.658  0.00
H 25.982 43.880 -24.128  0.00
H 28.026 45.150 -21.949  0.00
H 28.190 43.508 -22.627  0.00
H 27.896 43.758 -20.889  0.00
C 27.025 41.708 -19.345  0.00
O 26.216 41.644 -20.501  0.03
C 26.670 40.658 -21.410  0.00
C 25.573 40.285 -22.399  0.00
O 25.004 41.479 -22.933  0.04
C 24.033 41.188 -23.928  0.00
H 28.074 41.937 -19.580  0.00
H 26.992 40.765 -18.796  0.00
H 26.684 42.532 -18.723  0.00
H 26.970 39.758 -20.867  0.00
H 27.522 41.026 -21.995  0.00
H 24.794 39.671 -21.940  0.00
H 26.048 39.759 -23.234  0.00
H 23.622 42.121 -24.303  0.00
H 23.226 40.578 -23.514  0.00
H 24.492 40.623 -24.747  0.00

***

[2]
The following is a DFT calculation (ωB97M-V with the def2-TZVPD basis set) of a molecular structure, C31H34F7FeIN2O2P2Sb.

Computed properties:
Charge: +1
Max |F| (eV Å⁻¹): 0.6
Molecular weight (g mol⁻¹): 966.07
Kohn-Sham gap (alpha / beta) (hartree): 0.218 / 0.218
Electronic energy (eV): -126398.158
Highest occupied orbital energy (alpha / beta) (eV): -11.0 / -11.0
Relative energy (zero: lowest compared OMol25 entry of this formula, charge and spin) (kcal per mole): 0.0

Last column: Mulliken charge in e.
Cartesian coordinates (Å):
Fe -0.280 -0.644 -0.413  -0.36
C -1.804 2.671 -3.323  -1.15
C -1.579 3.072 -1.896  0.74
N -1.715 4.337 -1.577  -0.56
C -1.555 4.717 -0.294  -0.96
C -1.294 3.840 0.730  0.79
C -1.232 4.341 2.152  -1.13
O -2.298 3.835 2.948  -0.53
C -1.116 2.475 0.407  0.35
C -1.037 1.492 1.471  -0.91
N -0.829 0.234 1.313  0.44
C -0.995 -0.578 2.476  0.09
C -0.595 -0.190 3.749  0.14
C -0.828 -1.022 4.833  -1.08
C -1.467 -2.243 4.669  -0.66
C -1.865 -2.651 3.404  -0.48
C -1.613 -1.815 2.333  0.08
I -2.081 -2.395 0.382  0.29
C -1.217 2.074 -0.937  -0.43
O -1.020 0.858 -1.365  -0.61
H -1.789 3.552 -3.962  0.39
H -2.782 2.196 -3.434  0.34
H -1.062 1.946 -3.661  0.17
H -1.677 5.776 -0.092  0.54
H -1.232 5.435 2.145  0.50
H -0.315 4.012 2.638  0.17
H -3.129 4.201 2.627  0.37
H -1.296 1.857 2.460  1.03
H -0.063 0.741 3.888  0.49
H -0.494 -0.714 5.814  0.45
H -1.642 -2.886 5.520  0.41
H -2.348 -3.608 3.257  0.46
C -1.757 -1.649 -3.288  -1.30
P -0.159 -1.572 -2.426  1.50
C 0.934 -0.819 -3.672  -1.22
C 0.432 -3.275 -2.252  0.20
C 0.254 -4.275 -3.204  -1.01
C 0.779 -5.538 -2.984  -0.75
C 1.495 -5.798 -1.822  -0.79
C 1.677 -4.804 -0.872  -0.89
C 1.136 -3.538 -1.072  0.42
P 1.360 -2.126 0.079  1.80
C 3.047 -1.617 -0.376  -1.01
C 1.603 -2.831 1.736  -1.09
H -2.424 -2.362 -2.802  0.41
H -1.636 -1.935 -4.332  0.48
H -2.206 -0.657 -3.233  0.28
H 0.931 -1.389 -4.601  0.47
H 1.952 -0.773 -3.289  0.27
H 0.584 0.194 -3.872  0.25
H -0.298 -4.073 -4.114  0.40
H 0.634 -6.320 -3.717  0.42
H 1.912 -6.782 -1.655  0.43
H 2.240 -5.026 0.025  0.34
H 3.723 -2.468 -0.275  0.47
H 3.392 -0.812 0.265  0.15
H 3.065 -1.286 -1.414  0.23
H 2.179 -3.755 1.713  0.55
H 0.654 -3.014 2.233  0.22
H 2.152 -2.091 2.322  0.21
F 0.775 8.761 -0.763  -0.28
C 0.945 7.462 -0.856  0.43
C 1.544 6.804 0.223  -0.79
C 1.722 5.455 0.123  -0.27
C 1.296 4.754 -1.055  1.02
C 1.482 3.407 -1.138  -0.91
C 0.673 5.484 -2.119  -0.18
C 0.510 6.834 -2.027  -0.79
H 1.849 7.374 1.088  0.52
H 2.185 4.884 0.918  0.61
H 1.129 2.855 -2.001  0.32
H 2.024 2.868 -0.367  0.23
H 0.347 4.951 -3.001  0.43
H 0.049 7.424 -2.805  0.48
F 1.842 0.982 1.018  -0.02
Sb 2.956 1.510 2.503  2.14
F 4.429 0.660 1.700  -0.58
F 3.323 3.090 1.501  -0.60
F 3.962 2.140 3.940  -0.52
F 1.375 2.318 3.181  -0.56
F 2.497 -0.105 3.358  -0.52

***

[3]
The following is a DFT calculation (ωB97M-V with the def2-TZVPD basis set) of 2 unconnected molecules or ions with the total composition C3H8N2 at a distorted geometry.

Computed properties:
Charge: +1
Max |F| (eV Å⁻¹): 2.1
Molecular weight (g mol⁻¹): 72.11
Kohn-Sham gap (alpha / beta) (hartree): 0.277 / 0.140
Multiplicity: 2
Electronic energy (eV): -6210.790
Highest occupied orbital energy (alpha / beta) (eV): -12.1 / -12.1
Relative energy (zero: lowest compared OMol25 entry of this formula, charge and spin) (kcal per mole): 60.3

Last column: Löwdin spin population.
Cartesian coordinates (Å):
C -1.823 1.192 -4.638  0.00
N -2.068 2.092 -3.783  0.00
H -0.987 1.193 -5.333  0.00
H -2.553 0.397 -4.825  0.00
H -2.939 1.850 -3.317  0.00
C 2.200 -1.469 3.186  0.46
C 1.571 -0.417 2.557  0.15
N 0.288 -0.457 2.222  0.33
H 1.618 -2.341 3.419  0.02
H 3.244 -1.469 3.465  0.02
H 2.073 0.512 2.296  0.00
H -0.226 -1.341 2.279  0.00
H -0.401 0.259 2.471  0.01

***

[4]
The following is a DFT calculation (ωB97M-V with the def2-TZVPD basis set) of a gas-phase ion, C9H11N2S (charge +1) at a distorted geometry.

Computed properties:
Charge: +1
Max |F| (eV Å⁻¹): 4.5
Molecular weight (g mol⁻¹): 179.27
Kohn-Sham gap (hartree): 0.271
Electronic energy (eV): -23317.417
Highest occupied orbital energy (eV): -12.3
Relative energy (zero: lowest compared OMol25 entry of this formula, charge and spin) (kcal per mole): 54.3

Last column: Mulliken charge in e.
Cartesian coordinates (Å):
C 3.168 0.740 0.363  -0.57
C 1.942 -1.335 0.090  -0.57
C 1.827 0.952 0.193  0.49
C 1.059 -0.291 0.147  0.10
C 1.220 2.164 -0.183  -0.34
C 0.068 2.106 -0.858  -1.10
C -1.498 0.073 0.997  -0.53
C -2.434 -1.430 -0.296  -0.51
C -0.357 -0.402 -0.015  0.49
N -1.062 -1.201 -0.867  -0.02
N -2.338 -1.097 1.053  -0.35
S 3.595 -0.875 0.161  -0.07
H 3.953 1.488 0.278  0.43
H 1.799 -2.453 0.050  0.34
H 1.814 3.040 -0.232  0.42
H -0.433 2.805 -1.345  0.41
H -1.149 0.456 1.909  0.38
H -2.120 0.882 0.439  0.34
H -3.115 -0.582 -0.658  0.30
H -2.939 -2.424 -0.626  0.36
H -0.590 -1.987 -1.344  0.36
H -1.925 -1.845 1.614  0.31
H -0.489 1.216 -0.870  0.34

***

Q: What is the formula in the second record?
A: C31H34F7FeIN2O2P2Sb

***

Q: Among the records above, which one has the lowest max |F|?
A: C31H34F7FeIN2O2P2Sb

***

Q: Which of these has the highest max |F|?
A: C9H11N2S